Molecular formula: C40H70N2O9P2
Method: DFT, ωB97M-V/def2-TZVPD

Its SMILES is CCc1ccc2c(c1P(C)CC)C(=O)C([PH2]=N)=C(OCCNC[C@H](C)O)C2=O.C1CCOC1.C1CCOC1.C1CCOC1.C1CCOC1.C1CCOC1. For the orbital gap, the calculation gives 6.81 eV.

Geometry as XYZ:
```
123
C40H70N2O9P2 | OMol25 | ωB97M-V/def2-TZVPD
C -1.98 3.92 -1.22
C -2.99 3.25 -0.26
C -2.74 1.77 -0.15
C -2.13 1.33 1.03
C -1.74 0.00 1.21
C -1.96 -0.88 0.17
C -2.64 -0.49 -0.99
C -3.05 0.85 -1.19
P -3.85 1.22 -2.82
C -4.69 2.86 -2.74
C -2.37 1.44 -3.94
C -2.42 2.68 -4.84
C -2.83 -1.59 -2.00
O -3.84 -1.83 -2.59
C -1.60 -2.43 -2.17
P -1.02 -2.88 -3.82
N -1.34 -1.78 -4.90
C -0.95 -2.76 -1.05
O 0.19 -3.49 -1.09
C 1.30 -2.78 -0.50
C 1.58 -1.43 -1.13
N 2.57 -1.48 -2.18
C 2.57 -0.31 -3.02
C 3.16 1.00 -2.44
C 3.99 0.86 -1.17
O 2.12 1.95 -2.21
C -1.46 -2.27 0.25
O -1.46 -2.93 1.26
H -1.36 3.18 -1.71
H -1.32 4.56 -0.65
H -2.45 4.55 -1.97
H -2.80 3.66 0.73
H -4.02 3.49 -0.49
H -1.92 2.03 1.82
H -1.23 -0.33 2.10
H -5.41 2.88 -1.94
H -4.02 3.70 -2.70
H -5.24 2.93 -3.68
H -1.46 1.46 -3.34
H -2.32 0.53 -4.52
H -2.41 3.58 -4.24
H -3.32 2.66 -5.45
H -1.53 2.66 -5.46
H -1.56 -4.15 -4.09
H 0.36 -2.99 -3.63
H -1.92 -2.13 -5.65
H 1.13 -2.68 0.57
H 2.16 -3.43 -0.62
H 0.69 -0.97 -1.55
H 1.88 -0.76 -0.31
H 3.49 -1.72 -1.83
H 1.54 -0.08 -3.27
H 3.06 -0.52 -3.97
H 3.84 1.41 -3.19
H 4.67 1.70 -1.11
H 4.59 -0.04 -1.13
H 3.35 0.93 -0.29
H 2.30 2.73 -2.74
C 2.74 1.29 -6.54
C 1.62 0.32 -6.90
C 0.45 0.88 -6.09
O 0.67 2.30 -6.01
C 1.99 2.61 -6.45
H 3.55 1.32 -7.27
H 3.16 1.03 -5.57
H 1.40 0.38 -7.97
H 1.84 -0.72 -6.65
H 0.43 0.47 -5.08
H -0.52 0.68 -6.55
H 1.92 3.10 -7.44
H 2.44 3.32 -5.75
C -1.34 -3.81 6.20
C -1.36 -3.84 4.67
C -2.21 -2.63 4.34
O -1.97 -1.68 5.39
C -1.28 -2.31 6.47
H -0.50 -4.34 6.64
H -2.27 -4.23 6.60
H -0.34 -3.71 4.28
H -1.76 -4.76 4.26
H -3.28 -2.88 4.33
H -1.95 -2.18 3.39
H -0.25 -1.94 6.47
H -1.75 -2.03 7.42
C 5.31 -3.99 -4.99
C 5.25 -3.93 -6.51
C 4.47 -2.65 -6.74
O 4.79 -1.78 -5.64
C 5.47 -2.52 -4.63
H 6.12 -4.61 -4.60
H 4.37 -4.38 -4.59
H 6.26 -3.84 -6.92
H 4.78 -4.80 -6.97
H 3.39 -2.83 -6.74
H 4.74 -2.15 -7.67
H 6.52 -2.22 -4.63
H 5.03 -2.28 -3.66
C -3.44 1.33 6.53
C -3.89 2.78 6.46
C -2.58 3.50 6.15
O -1.79 2.59 5.38
C -2.38 1.28 5.44
H -4.24 0.61 6.37
H -2.98 1.12 7.50
H -4.60 2.92 5.64
H -4.36 3.14 7.38
H -2.04 3.75 7.07
H -2.73 4.42 5.58
H -2.83 1.07 4.46
H -1.61 0.55 5.63
C -0.05 0.68 9.07
C 0.73 1.58 8.12
C 1.91 1.99 8.99
O 2.16 0.89 9.87
C 1.07 -0.03 9.82
H -0.72 -0.02 8.57
H -0.65 1.29 9.75
H 1.08 1.01 7.26
H 0.16 2.43 7.75
H 1.68 2.87 9.59
H 2.82 2.19 8.41
H 1.40 -0.93 9.29
H 0.79 -0.31 10.84
```